Entry 1:
Entry from the OMol25 dataset: C52H67N11O6 as an isolated structure (ωB97M-V/def2-TZVPD).

Each line ends with the Mulliken charge.
Atoms and positions in Å:
C -4.1741 -0.7788 3.7895  -1.584
C -4.5700 -0.5234 2.3818  0.841
C -5.6122 0.4983 2.0609  -0.958
O -5.1240 1.2354 0.9861  -0.522
C -3.7747 1.0107 0.8745  -0.038
O -3.0123 1.5775 0.1581  -0.319
O -3.4888 0.0639 1.7192  1.204
H -5.0170 -1.1748 4.3560  0.503
H -3.7078 0.1238 4.1845  0.501
H -3.4239 -1.5569 3.9307  0.342
H -4.7799 -1.4445 1.8382  -0.438
H -5.7512 1.1659 2.9113  0.386
H -6.6016 0.0960 1.8434  0.358
C 5.8551 3.0658 -1.4020  -1.643
C 4.7245 2.6871 -0.5100  0.781
C 3.3960 2.1891 -1.1225  -0.337
O 3.2209 0.8686 -0.6207  0.374
C 4.1426 0.6007 0.2467  0.248
O 4.2236 -0.4428 0.8412  -0.492
O 5.0723 1.5401 0.2200  -0.450
H 5.8866 4.1541 -1.3504  0.420
H 5.7590 2.7508 -2.4411  0.327
H 6.7849 2.6735 -0.9899  0.376
H 4.3940 3.3597 0.2814  -0.293
H 3.4787 2.2542 -2.2074  0.538
H 2.6675 2.8880 -0.7114  -0.005
N 4.7120 -3.1659 -1.0604  0.107
C 4.4610 -1.8164 -1.1719  -0.787
C 3.1408 -1.6287 -1.0488  -0.865
C 2.5306 -2.9000 -0.8077  0.524
C 3.5530 -3.8629 -0.8687  -1.503
H 5.5825 -3.6772 -1.0919  0.225
H 5.2768 -1.1366 -1.3686  0.652
H 2.5891 -0.7012 -1.0896  1.495
H 1.4879 -3.1021 -0.6120  -0.151
H 3.6638 -4.9372 -0.8797  0.483
N 2.8309 -1.8781 1.3209  0.587
C 2.2285 -0.6672 1.6341  -0.061
C 1.7416 -0.7690 2.9872  -0.723
C 2.0188 -2.0475 3.4884  -2.108
C 2.7245 -2.6904 2.4268  -1.388
H 3.2545 -2.1455 0.4439  1.219
H 2.2632 0.1542 0.9337  0.734
H 1.1975 0.0542 3.4263  1.641
H 1.7538 -2.5802 4.3897  0.392
H 2.9792 -3.7380 2.3627  0.423
N -0.5504 2.1589 0.3327  1.668
C 0.5710 2.8443 0.1806  -0.088
C 0.3511 4.1455 0.4694  -0.690
C -0.9979 4.3131 0.6448  -2.363
C -1.5435 3.0087 0.7371  -0.005
H -0.6678 1.1811 0.1086  -0.226
H 1.4444 2.3046 -0.1546  -2.119
H 1.0466 4.9654 0.3670  0.620
H -1.4736 5.2604 0.8512  0.433
H -2.5503 2.6984 0.9744  0.617
N -2.9595 2.2027 -3.0806  -0.029
C -1.5743 2.1404 -3.0550  -0.183
C -1.0057 1.6687 -4.1954  0.497
C -2.1319 1.4242 -4.9898  -1.165
C -3.3428 1.6526 -4.3430  -0.129
H -3.5881 2.5210 -2.3569  0.334
H -1.1127 2.3408 -2.0994  0.551
H 0.0463 1.5501 -4.4092  0.714
H -2.0974 0.9974 -5.9813  0.465
H -4.3925 1.5530 -4.5765  0.440
N -0.3323 -2.3346 0.0586  0.664
C -0.7306 -2.6889 -1.2200  -0.372
C -0.6296 -4.0835 -1.2951  -0.360
C -0.1258 -4.5193 -0.0525  -1.512
C 0.0028 -3.4320 0.7316  -0.164
H -0.1988 -1.4127 0.4489  -0.115
H -0.9938 -1.9555 -1.9678  -0.081
H -0.8294 -4.6597 -2.1865  0.618
H 0.1188 -5.5552 0.1307  0.535
H 0.3776 -3.3181 1.7381  0.481
N -1.5364 0.0711 -0.6267  2.577
C -1.1641 -0.1127 0.6758  -2.241
C 0.2089 -0.0531 0.7643  -1.267
C 0.6899 0.1615 -0.4608  2.364
C -0.3961 0.2894 -1.3694  -2.305
H -2.4251 -0.0814 -1.0817  2.129
H -1.9227 -0.4132 1.3833  -0.480
H 0.6844 -0.2283 1.7181  0.343
H 1.7403 0.2767 -0.6838  -1.306
H -0.4600 0.3956 -2.4423  0.344
N -2.6792 -3.3125 0.0855  -0.089
C -3.6966 -4.0989 -0.3624  -0.472
C -4.7118 -4.0489 0.6484  -1.735
C -4.2949 -3.1824 1.5862  -0.087
C -3.0707 -2.6892 1.2236  -0.127
H -1.7834 -3.1906 -0.3649  0.602
H -3.6684 -4.6093 -1.3137  0.543
H -5.6206 -4.6314 0.6814  0.458
H -4.8722 -3.0025 2.4811  0.642
H -2.3649 -2.0198 1.6928  0.159
N -2.7845 -0.1975 -2.9903  -0.554
C -3.5798 -0.2863 -1.8344  -1.728
C -3.7598 -1.6008 -1.5135  -0.551
C -3.0474 -2.3602 -2.4021  -1.179
C -2.3048 -1.4576 -3.2184  -1.477
H -2.6641 0.6744 -3.4858  0.283
H -3.9810 0.6341 -1.4364  1.212
H -4.2752 -1.9368 -0.6259  0.875
H -3.0614 -3.4398 -2.3751  0.786
H -1.5783 -1.5634 -4.0105  0.644
N 3.2342 1.5669 2.5661  0.481
C 4.1249 2.6387 2.6877  -1.417
C 3.6141 3.6944 2.0102  -0.636
C 2.4573 3.3007 1.4142  -0.212
C 2.2101 2.0050 1.6893  0.964
H 3.2683 0.6021 2.8630  0.707
H 5.0217 2.5320 3.2800  0.463
H 3.9909 4.6984 1.8815  0.609
H 1.7795 3.9151 0.8402  -0.169
H 1.3976 1.3584 1.3924  0.205
N -1.2712 1.6799 3.9959  0.059
C -1.3199 0.8650 5.0760  -1.153
C -1.0530 -0.3778 4.6033  -1.823
C -0.8903 -0.3240 3.2075  1.349
C -0.9542 1.0133 2.8514  0.992
H -1.4393 2.6651 4.1415  0.270
H -1.4760 1.2903 6.0564  0.480
H -0.8790 -1.1879 5.2961  0.415
H -0.6292 -1.0823 2.4842  0.225
H -0.9681 1.6777 2.0000  -0.175
N 2.3435 -0.0561 -3.9918  -0.173
C 2.9036 1.0225 -4.6360  -1.416
C 2.3500 2.1655 -4.0349  -0.884
C 1.5047 1.8444 -2.9651  -0.249
C 1.5218 0.4290 -3.0126  1.414
H 2.5537 -1.0320 -4.1448  0.324
H 3.6937 1.0481 -5.3718  0.415
H 2.6197 3.1572 -4.3670  0.522
H 0.9811 2.5229 -2.3079  -0.289
H 1.0019 -0.2373 -2.3401  0.287

The HOMO energy is -6.65 eV.

Entry 2:
Entry from the OMol25 dataset: C28H56Cl2O27V as an isolated structure (ωB97M-V/def2-TZVPD).

Each line ends with the Mulliken charge.
Atoms and positions in Å:
V -6.9020 14.4484 15.5804  1.695
C -12.4892 14.0892 14.7009  -0.771
O -11.0697 14.3076 14.8130  0.420
C -10.3459 14.1060 15.9782  -0.427
O -9.1207 14.3970 15.9831  0.530
O -11.0417 13.5366 16.9417  -0.435
C -10.4707 13.2696 18.2218  -0.231
H -13.0180 14.9458 15.1190  0.181
H -12.9463 13.3447 15.3526  0.351
H -12.8207 13.7853 13.7080  0.156
H -9.3871 13.1518 18.2295  -0.190
H -10.9199 12.4091 18.7177  0.453
H -10.6536 14.0650 18.9443  0.122
C -8.6654 14.5763 20.8310  -0.636
O -7.8583 14.3483 19.6540  -0.170
C -7.4615 15.3725 18.8195  -0.184
O -7.0572 15.1719 17.6658  1.189
O -7.6202 16.5652 19.4100  -0.375
C -6.9093 17.7227 18.9490  -0.497
H -8.7667 13.6663 21.4223  0.247
H -9.6694 14.8860 20.5409  0.083
H -8.2157 15.3453 21.4592  0.298
H -5.8273 17.5962 18.9116  0.275
H -7.1166 18.5904 19.5753  0.406
H -7.2341 17.9988 17.9459  -0.160
C -5.5296 10.6661 19.6457  -0.840
O -5.8861 11.7602 18.8394  -0.217
C -6.6505 11.6570 17.6808  -0.053
O -6.9031 12.6237 16.9110  0.006
O -7.2142 10.4016 17.5600  -0.494
C -7.9430 10.0166 16.4156  -0.465
H -6.1750 10.5605 20.5177  0.272
H -4.5035 10.7905 19.9916  0.277
H -5.5849 9.7212 19.1051  0.361
H -8.2585 8.9942 16.6236  0.350
H -7.2340 10.1038 15.5922  0.168
H -8.8171 10.5782 16.0861  0.107
C -4.2330 17.4373 12.9803  -0.052
O -5.4630 17.1797 12.2709  -0.499
C -6.3805 16.2529 12.6850  -0.437
O -6.1946 15.4859 13.6759  0.803
O -7.5586 16.3994 11.9934  0.151
C -7.6964 17.3266 10.9225  -0.981
H -3.5314 16.6101 13.0878  0.092
H -4.4181 17.8877 13.9554  -0.190
H -3.6898 18.1933 12.4132  0.330
H -7.7904 18.3093 11.3845  0.348
H -8.5745 17.1282 10.3079  0.255
H -6.8267 17.3871 10.2682  0.345
C -2.5564 13.6872 13.8922  -0.223
O -3.1510 12.4619 13.9918  -0.465
C -4.3516 12.2578 14.5781  0.039
O -5.1784 13.1472 14.8658  0.911
O -4.5600 10.9261 14.8634  -0.071
C -3.7102 9.8179 14.6040  -0.890
H -3.2939 14.3457 13.4334  -0.184
H -1.7135 13.6982 13.2013  0.339
H -2.1742 13.9876 14.8678  0.249
H -3.8943 8.9384 15.2211  0.261
H -2.6567 10.0905 14.6668  0.349
H -3.8913 9.6062 13.5502  0.335
C -6.6802 19.5959 15.4111  -0.639
O -7.9328 19.1019 14.9661  -0.394
C -8.2404 17.8093 15.1259  -0.536
O -7.4228 16.9475 15.6112  0.096
O -9.4652 17.4800 14.6615  0.207
C -10.3303 18.3065 13.8922  -0.792
H -6.6665 19.7028 16.4958  0.333
H -6.4962 20.5800 14.9803  0.348
H -5.8186 18.9795 15.1548  0.035
H -9.9743 18.7000 12.9401  0.275
H -10.7751 19.0523 14.5510  0.360
H -11.1809 17.6938 13.5935  0.175
C -2.4469 17.8144 17.1750  -0.861
O -3.3550 17.0648 16.3834  -0.173
C -3.8578 15.9221 16.7709  -0.391
O -4.8745 15.4735 16.1980  1.037
O -3.2241 15.3320 17.8167  -0.500
C -3.6413 14.0409 18.1884  -0.143
H -2.3135 18.8604 16.8988  0.274
H -1.4894 17.2937 17.1861  0.320
H -2.8355 17.8802 18.1913  0.321
H -4.6632 14.0102 18.5666  -0.064
H -2.9629 13.7667 18.9963  0.400
H -3.5571 13.2934 17.3996  -0.030
C -10.9195 13.9947 11.6236  -0.647
O -11.9702 14.9116 11.3006  -0.270
C -13.0986 14.5557 10.6894  0.617
O -14.0091 15.3289 10.6082  -0.537
O -12.9420 13.2857 10.1403  -0.322
C -13.9627 12.7939 9.2561  -0.711
H -10.1726 14.3953 12.3090  0.065
H -10.2879 13.7315 10.7752  0.563
H -11.2987 13.0470 12.0061  0.420
H -13.7958 11.7178 9.2088  0.252
H -13.7015 13.1257 8.2512  0.300
H -14.9921 12.9790 9.5626  0.312
C -6.8210 12.9169 11.3443  -0.122
O -7.8197 11.9575 11.9163  -0.479
C -8.1352 12.0878 13.2497  -0.180
O -7.7794 13.0446 13.9447  0.390
O -8.9258 11.0818 13.6257  -0.195
C -9.3398 10.0447 12.7433  -0.934
H -6.1383 13.1736 12.1543  -0.222
H -7.4544 13.7817 11.1465  0.102
H -6.3495 12.5177 10.4463  0.368
H -8.7373 9.7380 11.8882  0.408
H -10.3125 10.2434 12.2933  0.273
H -9.4655 9.1676 13.3781  0.311
C -10.9056 17.1879 17.9635  0.719
Cl -11.2052 16.9360 19.7316  -0.167
Cl -12.2500 17.0680 16.8668  -0.144
H -10.5436 18.2148 17.9141  0.367
H -10.1516 16.4388 17.7218  -0.813

The expectation value of S² is 3.75. Its spin multiplicity is 4. The charge is +2. The HOMO energy (spin up / spin down) is -12.37 / -14.28 eV.

Entry 3:
Entry from the OMol25 dataset: C16H31CuO5P2S2 as an isolated structure (ωB97M-V/def2-TZVPD).

Each line ends with the natural charge from an NBO analysis.
Atoms and positions in Å:
Cu -0.0832 0.1525 -0.7549  0.714
C 1.2999 0.0970 1.7545  -0.197
C 0.3320 1.0044 1.2965  -0.315
C -1.0154 0.6465 1.3502  -0.265
C -1.3898 -0.5878 1.9010  -0.234
C -0.4303 -1.4567 2.3732  -0.151
C 0.9220 -1.1169 2.2885  -0.225
H 2.3461 0.3631 1.6835  0.227
H 0.6204 1.9972 0.9743  0.249
H -1.7730 1.3599 1.0532  0.240
H -2.4385 -0.8501 1.9513  0.217
H -0.7241 -2.4130 2.7847  0.209
H 1.6768 -1.8110 2.6326  0.218
C -0.8359 2.0270 -5.8558  -0.631
C 0.1913 2.8150 -5.0822  -0.068
O 1.0166 1.9090 -4.3162  -0.848
P 0.9089 1.9136 -2.7118  1.654
S 2.0088 0.3975 -2.0836  -0.692
S -0.9862 1.9526 -2.1048  -0.725
O 1.5268 3.3239 -2.2790  -0.844
C 2.9047 3.6258 -2.5887  -0.066
C 2.9593 4.9316 -3.3439  -0.624
H -1.4244 2.6901 -6.4923  0.214
H -1.5122 1.5161 -5.1707  0.223
H -0.3539 1.2871 -6.4955  0.209
H -0.2862 3.5364 -4.4153  0.196
H 0.8710 3.3566 -5.7416  0.183
H 3.3461 2.8083 -3.1625  0.194
H 3.4334 3.6823 -1.6363  0.187
H 2.4391 4.8460 -4.2977  0.207
H 3.9954 5.2093 -3.5422  0.214
H 2.4944 5.7318 -2.7692  0.215
C -3.5844 -3.2633 -2.3943  -0.633
C -3.0132 -2.3965 -1.2966  -0.076
O -1.7492 -2.9100 -0.8318  -0.833
P -0.4635 -2.0710 -1.3677  1.667
O -0.4259 -2.4429 -2.9326  -0.856
C -0.7082 -1.4384 -3.9385  -0.069
C -0.1504 -1.9418 -5.2453  -0.626
O 0.7239 -2.9679 -0.7823  -0.827
C 1.1383 -4.2387 -1.3194  -0.063
C 0.3351 -5.3780 -0.7357  -0.635
H -4.5416 -2.8575 -2.7269  0.213
H -3.7545 -4.2786 -2.0364  0.214
H -2.9141 -3.3137 -3.2511  0.217
H -3.6742 -2.3742 -0.4289  0.189
H -2.8941 -1.3570 -1.6307  0.181
H -0.2457 -0.5005 -3.6405  0.216
H -1.7902 -1.2881 -3.9864  0.169
H 0.9356 -2.0086 -5.1860  0.221
H -0.4081 -1.2638 -6.0589  0.215
H -0.5520 -2.9278 -5.4813  0.209
H 2.1919 -4.3251 -1.0540  0.187
H 1.0665 -4.2038 -2.4065  0.192
H 0.3905 -5.3707 0.3528  0.211
H 0.7307 -6.3316 -1.0910  0.211
H -0.7131 -5.3129 -1.0223  0.220

The HOMO energy is -7.63 eV.

Entry 4:
Entry from the OMol25 dataset: C17H23CuF5NO2P2 as an isolated structure (ωB97M-V/def2-TZVPD).

Each line ends with the natural charge from an NBO analysis.
Atoms and positions in Å:
Cu -0.0852 -0.3348 0.2069  0.908
P -0.9203 -1.7826 -1.1666  0.899
C -0.1688 -1.4299 -2.8018  -0.757
C 0.0881 0.0660 -2.8780  0.238
N 0.1645 0.7485 -1.7251  -0.561
C 0.3820 2.0738 -1.7105  0.249
C 0.5353 2.7779 -2.9067  -0.233
C 0.4010 2.1043 -4.1232  -0.118
C 0.1592 0.7296 -4.1059  -0.232
C 0.5263 2.7403 -0.3548  -0.755
P 0.9253 1.4285 0.8721  0.925
H 0.0458 0.1238 -4.9975  0.237
H 0.7166 3.8422 -2.8312  0.237
H 0.4890 2.6354 -5.0677  0.243
H 1.3379 3.4759 -0.3481  0.256
H -0.4079 3.2514 -0.0756  0.274
H 0.7813 -1.9923 -2.8883  0.274
H -0.8724 -1.7496 -3.5813  0.254
H 4.4394 -2.3429 0.0367  0.481
O 4.1677 -2.2151 -0.8924  -0.959
H 4.9558 -2.5561 -1.3998  0.479
H 3.6445 -0.9953 3.2013  0.472
O 4.5241 -0.8949 2.7774  -0.954
H 5.1563 -0.8812 3.5310  0.486
C 2.7299 1.4761 0.8610  -0.961
H 3.0142 2.5316 0.9867  0.238
H 3.1567 0.8543 1.6590  0.275
H 3.1344 1.0848 -0.0818  0.265
C 0.4591 2.2401 2.4090  -0.954
H 0.7591 1.6073 3.2522  0.258
H 0.9758 3.2099 2.4292  0.245
H -0.6274 2.3750 2.4657  0.262
C -2.6959 -1.6681 -1.5394  -0.945
H -2.8811 -2.2981 -2.4198  0.241
H -3.2707 -2.0321 -0.6808  0.262
H -3.0242 -0.6396 -1.7275  0.262
C -0.7308 -3.5736 -1.0390  -0.943
H -1.2143 -3.9084 -0.1115  0.260
H -1.2343 -4.0002 -1.9225  0.241
H 0.3362 -3.8383 -1.0055  0.260
F -2.7673 1.2862 0.2553  -0.342
C -2.6485 0.4885 1.3583  0.329
C -1.5055 -0.2811 1.5482  -0.552
C -1.3931 -0.9522 2.7606  0.343
F -0.2563 -1.6280 3.0670  -0.329
C -2.4043 -0.9319 3.7124  0.251
F -2.2714 -1.5976 4.8803  -0.284
C -3.5545 -0.2031 3.4486  0.285
F -4.5402 -0.1738 4.3590  -0.278
C -3.7028 0.5208 2.2698  0.252
F -4.8282 1.2285 2.0345  -0.283

The expectation value of S² is 0.76. Its spin multiplicity is 2. The charge is +1. The HOMO energy (spin up / spin down) is -11.04 / -11.67 eV.

Max |F| per entry: 7.14; 4.99; 0.79; 1.75 eV/Å